Density functional theory data (wB97M-V/def2-TZVPD) for 3 unconnected molecules or ions with the total composition C22H28ClN2O8S in a non-equilibrium geometry.

Computed properties:
Charge ... +1
HOMO energy ... -11.844 eV
Frontier orbital gap ... 0.290 Eh
Total energy ... -2424.62370 Ha

XYZ file:
```
62
Properties=species:S:1:pos:R:3:forces:R:3
O 1.4818 2.9750 4.2195 -2.3278 0.0522 0.0440
S 0.3885 3.6319 4.9432 4.0019 0.3403 1.5394
O 0.9068 4.5157 5.9754 -1.8058 -0.7153 -0.9376
Cl -0.6748 4.7909 3.5811 0.0067 -0.8077 0.5802
C -0.7418 2.3761 5.6771 -1.6005 -0.2509 -1.6180
C -1.1453 1.3383 4.5233 1.8216 0.0605 0.6657
C -0.3074 0.0111 4.7645 -0.7757 0.7917 -0.5809
C -0.5001 -0.9735 3.5321 0.3917 -1.2686 2.1510
N 0.6385 -0.8722 2.5526 -2.4385 0.5262 0.2113
N 1.7786 -1.2051 3.1344 1.2869 0.4630 -2.8186
C 2.7849 -1.1201 2.2620 1.9262 -0.2155 -0.0357
C 2.7894 -0.6937 0.8728 -2.8886 0.4809 -0.1554
C 1.5011 -0.3314 0.2923 1.9555 -1.4618 3.7887
C 0.4197 -0.4901 1.2887 -0.1508 1.2895 -3.1042
C -0.9819 -0.1661 0.6919 -1.7134 -0.3883 -0.4228
C -1.7455 1.0358 0.9750 -0.9621 -1.2031 -1.4031
C -3.0342 1.2252 0.2947 0.5217 -1.6731 -0.7630
C -3.5596 0.2475 -0.6626 1.9515 -0.7702 1.0083
C -2.8022 -0.9782 -0.9443 0.9748 1.9191 1.7752
C -1.5345 -1.1500 -0.2598 -0.5220 0.8781 0.2022
H -1.6707 2.9196 5.9780 1.0355 -0.2660 0.1903
H -0.2208 1.8536 6.5143 -0.1938 0.9357 -0.5763
H -0.7160 1.7812 3.5798 -0.9484 -0.5486 0.7129
H -2.2460 1.1680 4.4695 0.9323 0.2124 -0.0277
H -0.5926 -0.4871 5.7357 0.0702 0.3657 -1.1667
H 0.7550 0.3397 4.8934 -0.7486 -0.5499 -0.3589
H -0.3834 -2.0047 3.9780 -0.0860 0.9514 -0.7359
H -1.5108 -0.9499 3.0791 0.9334 0.4075 -0.0841
H 3.7774 -1.4304 2.6847 -1.1478 0.3867 -0.3420
H 3.7382 -0.6613 0.2999 -0.8289 -0.0891 0.5477
H 1.3414 -0.0129 -0.7536 -0.0471 -0.2645 1.0281
H -1.3701 1.8185 1.6659 -0.3150 -0.6861 -0.6512
H -3.6722 2.1236 0.4689 0.8936 -0.7597 0.0108
H -4.5180 0.3997 -1.2072 0.9388 0.0642 0.7030
H -3.1458 -1.7419 -1.6793 0.3023 0.8885 0.7994
H -0.9517 -2.0758 -0.4835 -0.4316 0.9347 0.2658
C -1.9884 3.9193 -5.5696 0.2635 -0.2638 -0.2892
C -3.0532 3.0107 -4.9997 0.4772 0.7754 -0.4171
C -3.3756 3.2851 -3.5578 -0.3239 0.3835 0.1941
O -3.8285 2.0093 -3.1038 0.2010 -0.3229 -0.2055
C -3.1931 1.0774 -3.8678 0.1236 -0.4047 -0.2196
O -3.1589 -0.0893 -3.6227 -0.1317 0.4118 -0.1785
O -2.5993 1.6537 -4.9462 -0.3533 -0.2736 0.5781
H -2.2806 4.9677 -5.4896 -0.0650 -0.0724 0.0084
H -1.0351 3.7757 -5.0560 -0.1248 0.0292 0.1196
H -1.8150 3.6867 -6.6217 -0.0775 0.0839 0.0393
H -3.9511 3.0437 -5.6247 -0.0290 -0.0477 0.1201
H -4.1521 4.0401 -3.4385 -0.0714 -0.1990 0.0933
H -2.5025 3.5729 -2.9648 0.0648 0.0063 -0.1513
C 5.5865 -4.7019 -1.6629 0.1372 0.3364 0.3534
C 4.0841 -4.5545 -1.7374 0.9851 -0.5063 -0.0122
C 3.5367 -4.6207 -3.1347 -0.0555 -0.4492 -0.3106
O 2.3417 -3.8437 -3.0249 0.0301 0.5287 0.4241
C 2.5574 -2.9372 -2.0423 -0.1247 -0.0286 -0.1874
O 1.8620 -1.9864 -1.8346 0.1864 -0.3126 -0.0620
O 3.6703 -3.2449 -1.3233 -0.6743 0.2787 -0.2305
H 5.9117 -5.6468 -2.1006 -0.0958 0.0207 0.0257
H 6.0869 -3.8800 -2.1798 -0.1139 -0.0837 -0.1201
H 5.9203 -4.6676 -0.6241 -0.0161 -0.1190 -0.0577
H 3.6008 -5.2858 -1.0821 -0.0961 0.0644 -0.0781
H 3.3129 -5.6391 -3.4490 -0.2047 0.1366 -0.0058
H 4.1862 -4.1515 -3.8786 0.0769 -0.0026 0.1275
```
Positions in Å, forces in eV/Å.